Computed, not measured: a cluster of 12 separate species, C18H44O24S2 in total, with the ωB97M-V functional and the def2-TZVPD basis.

The geometry in ORCA input format:
```
! wB97M-V def2-TZVPD RIJCOSX def2/J DEFGRID3
* xyz 0 1
O 3.151 5.051 0.673
S 2.078 5.625 -0.151
O 1.639 5.013 -1.383
O 0.763 5.793 0.963
C -0.552 5.570 0.430
C -1.028 4.148 0.525
C 2.396 7.441 -0.427
H -0.447 5.945 -0.589
H -1.092 6.355 0.958
H -2.116 4.103 0.473
H -0.818 3.882 1.562
H -0.678 3.332 -0.108
H 3.447 7.733 -0.425
H 2.047 8.030 0.420
H 1.917 7.716 -1.366
O 5.013 -0.925 -4.072
S 4.130 -0.375 -5.076
O 3.171 -1.230 -5.748
O 3.126 0.845 -4.430
C 3.662 1.860 -3.638
C 3.251 1.657 -2.108
C 4.914 0.720 -6.256
H 3.337 2.852 -3.953
H 4.746 1.960 -3.703
H 3.800 0.886 -1.570
H 2.182 1.574 -1.912
H 3.490 2.592 -1.599
H 4.050 1.160 -6.752
H 5.435 0.119 -7.002
H 5.587 1.438 -5.790
O 2.001 -3.683 1.810
H 1.968 -4.633 1.926
H 1.453 -3.516 1.041
O -1.690 -3.204 3.997
H -1.203 -2.378 3.996
H -1.648 -3.506 4.905
O 1.749 -1.572 3.678
H 1.609 -2.298 3.064
H 2.279 -0.941 3.188
O -0.217 -0.661 5.106
H -0.313 0.223 4.748
H 0.634 -0.967 4.776
O 0.570 2.010 3.947
H 0.412 2.678 4.616
H 1.283 2.367 3.415
O 3.522 0.489 2.487
H 4.305 0.443 3.039
H 3.283 1.417 2.486
C -3.008 -1.919 -2.932
C -3.910 -0.732 -3.031
O -3.219 0.369 -2.402
C -1.864 0.005 -2.356
O -1.001 0.758 -1.968
O -1.783 -1.322 -2.744
H -3.083 -2.507 -3.847
H -3.297 -2.529 -2.076
H -4.814 -0.943 -2.461
H -4.106 -0.564 -4.090
C -3.866 -0.278 3.656
C -5.130 -0.194 2.819
O -4.957 1.116 2.120
C -3.756 1.631 2.374
O -3.485 2.803 2.077
O -3.058 0.751 3.127
H -3.400 -1.261 3.584
H -3.931 -0.178 4.740
H -5.994 -0.246 3.482
H -5.283 -1.039 2.148
C 0.662 -0.253 0.656
C -0.711 0.064 1.277
O -1.306 -1.193 1.403
C -0.627 -2.063 0.637
O -1.034 -3.167 0.334
O 0.551 -1.570 0.167
H 1.399 -0.243 1.458
H 0.923 0.365 -0.203
H -1.302 0.752 0.673
H -0.609 0.482 2.278
C -1.310 -6.129 -0.685
C -2.241 -7.340 -0.471
O -1.580 -8.274 -1.275
C -0.968 -7.669 -2.272
O -0.519 -8.202 -3.289
O -0.901 -6.337 -1.997
H -0.421 -6.115 -0.055
H -1.955 -5.251 -0.706
H -3.229 -7.127 -0.882
H -2.472 -7.595 0.563
*
```

SMILES: CCOS(C)(=O)=O.CCOS(C)(=O)=O.O=C1OCCO1.O=C1OCCO1.O=C1OCCO1.O=C1OCCO1.O.O.O.O.O.O
HOMO energy (eV): -10.46
Kohn-Sham gap (eV): 10.52
LUMO level (Eh): 0.002